Entry 1:
C65H64OP2Pd as an isolated structure in a non-equilibrium geometry, computed with ωB97M-V with the def2-TZVPD basis set.

Properties
ΔE to the lowest compared entry with this formula, charge and spin   27.3 kcal per mole
LUMO   -2.947 eV
Maximum force   2.39 eV/Å

Each line ends with the Mulliken charge.
Element x y z (Å)
1 C 1.4733 -4.3648 1.8380  -2.105
2 C 2.3870 -3.1513 1.5926  3.886
3 C 1.7945 -2.3291 0.4639  -0.835
4 C 2.4978 -2.3293 2.8804  -1.866
5 C 3.8090 -3.5303 1.1807  -1.022
6 C 4.8130 -2.4779 0.9318  0.957
7 O 4.4673 -1.2768 0.6693  -0.632
8 C 6.2056 -2.9674 0.9750  -0.217
9 C 7.4034 -2.0032 1.1083  2.402
10 C 8.7340 -2.7508 1.3277  -2.136
11 C 7.1822 -1.0633 2.2972  -1.554
12 C 7.4859 -1.1999 -0.1888  -1.578
13 C 6.4531 -4.3113 0.8345  -0.131
14 C 5.4377 -5.2628 0.7885  -1.789
15 C 4.1269 -4.8522 0.9954  -0.636
16 H 1.8608 -5.0071 2.6328  0.573
17 H 0.4801 -4.0129 2.1389  0.091
18 H 1.3352 -4.9657 0.9231  0.440
19 H 2.4227 -1.4552 0.2710  -0.304
20 H 1.7456 -2.9168 -0.4635  0.675
21 H 0.7961 -1.9791 0.7268  -0.814
22 H 3.0521 -1.3994 2.6854  0.232
23 H 1.5118 -2.0583 3.2544  0.416
24 H 3.0393 -2.8952 3.6447  0.473
25 H 9.0174 -3.3591 0.4580  0.375
26 H 9.5486 -2.0315 1.4781  0.423
27 H 8.7107 -3.3981 2.2142  0.428
28 H 6.2578 -0.4953 2.1506  0.188
29 H 7.1119 -1.6452 3.2257  0.319
30 H 8.0319 -0.3788 2.3950  0.452
31 H 6.5390 -0.6671 -0.3351  0.156
32 H 8.3230 -0.4940 -0.1379  0.480
33 H 7.6569 -1.8786 -1.0356  0.307
34 H 7.4889 -4.6581 0.7808  0.304
35 H 5.6827 -6.3093 0.6423  0.300
36 H 3.3395 -5.6076 1.0360  0.339
37 C 3.1892 5.1119 1.8933  -0.488
38 C 3.6860 4.0256 1.1602  -0.770
39 C 2.8518 3.2899 0.3286  -0.120
40 C 1.4960 3.6548 0.1971  0.162
41 C 0.6625 2.9463 -0.7151  0.669
42 C -0.7351 3.0185 -0.5515  -0.771
43 C -1.8835 2.9164 -1.3685  -0.433
44 C -1.9558 3.0855 -2.8106  0.629
45 C -3.0300 2.5471 -3.5650  0.165
46 C -3.0054 2.5899 -4.9644  -0.924
47 C -1.9914 3.3096 -5.6125  -0.349
48 C -0.9759 3.9304 -4.8693  -1.041
49 C -0.9560 3.8107 -3.4866  0.099
50 Pd -3.4946 0.8104 -0.9113  -1.200
51 P -3.3324 1.1458 1.3388  1.856
52 C -3.6908 2.8527 1.8451  0.426
53 C -2.7624 3.6550 2.5424  -0.495
54 C -3.0362 5.0100 2.7443  -0.533
55 C -4.2345 5.5689 2.2908  -0.581
56 C -5.1823 4.7614 1.6544  -0.714
57 C -4.9198 3.4055 1.4445  -0.422
58 C -4.6142 0.1006 2.0722  0.816
59 C -5.2840 0.4450 3.2576  -0.394
60 C -6.2383 -0.4373 3.7832  -0.661
61 C -6.5129 -1.6457 3.1315  -0.587
62 C -5.8470 -1.9771 1.9500  -0.721
63 C -4.9071 -1.0980 1.4097  -0.207
64 C -1.8069 0.6818 2.2220  1.174
65 C -1.8113 0.2507 3.5605  -0.726
66 C -0.5960 0.0046 4.2105  -0.953
67 C 0.6160 0.2425 3.5590  -1.050
68 C 0.6329 0.6244 2.2159  -0.509
69 C -0.5795 0.8120 1.5558  1.074
70 P -2.2190 -0.5866 -2.1746  1.826
71 C -0.5345 -0.1054 -2.6631  0.903
72 C 0.5837 -0.4855 -1.9025  0.090
73 C 1.8644 -0.0195 -2.2225  -0.585
74 C 2.0472 0.8111 -3.3386  -1.246
75 C 0.9509 1.1388 -4.1425  -0.989
76 C -0.3200 0.6857 -3.8031  -0.773
77 C -2.1587 -2.0973 -1.1723  0.476
78 C -2.7407 -3.3173 -1.5636  -0.557
79 C -2.8351 -4.3613 -0.6367  -0.977
80 C -2.3814 -4.1976 0.6750  -0.906
81 C -1.7903 -2.9904 1.0674  -0.704
82 C -1.6478 -1.9731 0.1264  0.930
83 C -3.1080 -0.9902 -3.6751  0.849
84 C -2.4720 -1.1880 -4.9148  -0.510
85 C -3.2404 -1.3337 -6.0714  -0.719
86 C -4.6370 -1.3548 -5.9927  -0.604
87 C -5.2730 -1.2313 -4.7530  -0.708
88 C -4.5108 -1.0474 -3.5956  -0.532
89 C 0.9843 4.7432 0.9623  -0.183
90 C 1.8254 5.4424 1.8229  -0.910
91 H 3.8467 5.7001 2.5362  0.389
92 H 4.7386 3.7537 1.2293  0.459
93 H 3.2068 2.4409 -0.2564  0.428
94 H 1.1220 2.3718 -1.5135  0.503
95 H -1.0296 3.1829 0.4985  -0.449
96 H -2.8224 3.1449 -0.8343  0.956
97 H -3.8782 2.0687 -3.0486  0.414
98 H -3.7881 2.0736 -5.5364  0.407
99 H -1.9886 3.3667 -6.7070  0.385
100 H -0.1961 4.5023 -5.3765  0.453
101 H -0.1747 4.2824 -2.8914  0.466
102 H -1.8456 3.2271 2.9541  0.456
103 H -2.3067 5.6356 3.2612  0.447
104 H -4.4372 6.6316 2.4440  0.380
105 H -6.1282 5.1921 1.3233  0.390
106 H -5.6649 2.7746 0.9555  0.419
107 H -5.0809 1.4001 3.7472  0.437
108 H -6.7702 -0.1696 4.6955  0.412
109 H -7.2518 -2.3381 3.5468  0.378
110 H -6.0571 -2.9158 1.4330  0.443
111 H -4.4183 -1.3072 0.4509  -0.177
112 H -2.7566 0.1378 4.0855  0.461
113 H -0.5882 -0.3598 5.2411  0.385
114 H 1.5723 0.1321 4.0820  0.362
115 H 1.5704 0.7918 1.6853  0.430
116 H -0.5608 1.0622 0.4952  -1.051
117 H 0.4471 -1.2163 -1.1145  -0.066
118 H 2.7270 -0.3120 -1.6123  0.759
119 H 3.0443 1.1850 -3.5916  0.378
120 H 1.1013 1.7415 -5.0405  0.434
121 H -1.1709 0.9436 -4.4341  0.566
122 H -3.1015 -3.4421 -2.5863  0.502
123 H -3.2612 -5.3182 -0.9406  0.422
124 H -2.4578 -5.0133 1.3988  0.480
125 H -1.4349 -2.8432 2.0936  0.549
126 H -1.1706 -1.0394 0.4156  -0.836
127 H -1.3876 -1.2125 -4.9942  0.593
128 H -2.7472 -1.4217 -7.0423  0.420
129 H -5.2343 -1.4702 -6.9029  0.374
130 H -6.3631 -1.2680 -4.6888  0.400
131 H -5.0076 -0.8995 -2.6330  0.359
132 H -0.0617 5.0414 0.8212  0.494
133 H 1.4057 6.2539 2.4268  0.402

***

Entry 2:
C65H65BaN11O2 as an isolated structure in a non-equilibrium geometry, computed with ωB97M-V with the def2-TZVPD basis set.

Properties
Total charge   -2
LUMO   3.731 eV
Maximum force   2.79 eV/Å

Each line ends with the Mulliken charge.
Element x y z (Å)
1 Ba 0.2320 0.2429 -0.2325  0.958
2 C -3.8251 -2.1481 4.8465  -1.288
3 C -2.8453 -3.0030 4.0435  -1.028
4 C -2.5929 -2.4652 2.6719  0.904
5 C -3.1531 -2.8592 1.4912  0.133
6 C -4.1627 -3.9406 1.2599  -1.410
7 C -5.6015 -3.4236 1.2896  -1.114
8 C -2.6465 -1.9439 0.4756  0.012
9 C -3.0753 -1.9053 -0.8545  -0.774
10 C -2.8418 -0.9112 -1.8142  -0.035
11 C -3.4953 -0.8276 -3.1118  0.728
12 C -4.4415 -1.8406 -3.6783  -1.216
13 C -5.8629 -1.7047 -3.1303  -0.954
14 C -3.1185 0.3701 -3.6511  1.043
15 C -2.2462 1.0003 -2.6734  0.237
16 C -1.7476 2.3143 -2.7711  -1.118
17 C -1.0315 3.0403 -1.8266  -0.007
18 N -0.6226 2.5635 -0.6263  -1.110
19 C 0.0269 3.5539 0.0141  0.772
20 C 0.5755 3.4565 1.3002  -0.883
21 C 0.4385 2.4107 2.2204  0.550
22 N -0.2504 1.2766 1.9956  -1.082
23 C -0.2709 0.5604 3.1390  -0.225
24 C -0.9747 -0.6262 3.3092  -0.555
25 C -1.7374 -1.3323 2.3600  0.379
26 N -1.7824 -1.0674 1.0428  0.226
27 C 0.4976 1.2655 4.1667  0.952
28 C 0.9326 2.4194 3.5996  0.357
29 C 1.8045 3.4801 4.1885  -1.189
30 C 3.2479 3.3653 3.7058  -0.621
31 C 0.7161 0.7785 5.5638  -1.116
32 C -0.4561 1.1004 6.4907  -1.244
33 C 0.0642 4.7464 -0.8304  1.287
34 C -0.6045 4.4315 -1.9690  1.314
35 C -0.8257 5.2753 -3.1805  -1.304
36 C -2.2087 5.9221 -3.2172  -1.324
37 C 0.7759 6.0131 -0.4857  -1.364
38 C -0.0028 6.8971 0.4888  -1.351
39 N -2.0652 0.1810 -1.6205  -0.012
40 C -3.5387 0.9754 -4.9528  -1.180
41 C -4.7112 1.9462 -4.8116  -1.143
42 H -4.0149 -2.5778 5.8328  0.413
43 H -4.7767 -2.0571 4.3204  0.242
44 H -3.4310 -1.1400 4.9799  0.199
45 H -3.2278 -4.0269 3.9738  0.508
46 H -1.8979 -3.0677 4.5916  0.202
47 H -4.0439 -4.7236 2.0169  0.533
48 H -3.9725 -4.4219 0.2956  0.346
49 H -5.8454 -3.0291 2.2766  0.234
50 H -6.3195 -4.2108 1.0480  0.385
51 H -5.7277 -2.6106 0.5748  0.193
52 H -3.7479 -2.7032 -1.1569  0.146
53 H -4.0730 -2.8502 -3.4676  0.180
54 H -4.4660 -1.7483 -4.7694  0.508
55 H -5.8616 -1.7709 -2.0423  0.072
56 H -6.5219 -2.4831 -3.5223  0.416
57 H -6.2834 -0.7336 -3.3952  0.210
58 H -1.9716 2.8366 -3.6961  0.413
59 H 1.1389 4.3169 1.6426  0.332
60 H -0.9545 -1.0517 4.3079  0.281
61 H 1.7656 3.4236 5.2816  0.466
62 H 1.4088 4.4666 3.9227  0.347
63 H 3.6737 2.4027 3.9880  0.234
64 H 3.8717 4.1574 4.1258  0.477
65 H 3.3100 3.4190 2.6188  -0.149
66 H 1.6336 1.2181 5.9651  0.581
67 H 0.8822 -0.3036 5.5469  0.133
68 H -0.6079 2.1794 6.5528  0.313
69 H -0.2881 0.7174 7.5002  0.412
70 H -1.3796 0.6643 6.1075  0.169
71 H -0.6867 4.6599 -4.0753  0.188
72 H -0.0539 6.0486 -3.2280  0.521
73 H -2.9905 5.1629 -3.1628  0.194
74 H -2.3551 6.5002 -4.1326  0.426
75 H -2.3443 6.5900 -2.3648  0.289
76 H 0.9829 6.5702 -1.4030  0.572
77 H 1.7540 5.7604 -0.0674  0.213
78 H -0.9589 7.1985 0.0562  0.297
79 H 0.5586 7.7995 0.7420  0.409
80 H -0.2196 6.3593 1.4124  0.243
81 H -3.8058 0.1826 -5.6598  0.551
82 H -2.6870 1.5014 -5.3966  0.130
83 H -5.5903 1.4361 -4.4148  0.223
84 H -4.9771 2.3946 -5.7715  0.411
85 H -4.4589 2.7475 -4.1166  0.180
86 O 4.5133 -1.6327 1.5661  -0.752
87 C 3.3735 -1.1148 1.5052  -1.714
88 N 2.9507 0.0557 1.0895  1.201
89 C 3.8871 1.0706 0.8317  -0.029
90 C 5.0004 1.2351 1.6532  -0.543
91 C 5.8376 2.3357 1.5430  -0.741
92 C 5.5636 3.3006 0.5876  -0.774
93 C 4.4795 3.1458 -0.2672  -0.928
94 C 3.6396 2.0245 -0.1964  0.166
95 N 2.6286 1.7334 -1.1083  0.369
96 C 2.3511 2.5503 -2.1081  0.487
97 O 2.6775 3.7343 -2.3419  -0.926
98 C 1.5650 1.8691 -3.2362  0.117
99 C 1.5302 2.4923 -4.4840  -0.727
100 C 0.9305 1.8527 -5.5486  -0.629
101 C 0.3672 0.6003 -5.3488  -0.902
102 C 0.4308 0.0642 -4.0728  0.115
103 N 1.0149 0.6675 -3.0477  0.622
104 C 2.2679 -2.0208 2.0247  1.285
105 C 2.3038 -2.4607 3.3517  -0.268
106 C 1.3610 -3.3676 3.7850  -1.150
107 C 0.4121 -3.8377 2.8818  -0.909
108 C 0.4253 -3.3153 1.6029  -0.848
109 N 1.3237 -2.4253 1.1796  2.103
110 H 5.1980 0.4741 2.3945  0.484
111 H 6.6863 2.4375 2.2116  0.305
112 H 6.1941 4.1790 0.4928  0.344
113 H 4.2645 3.8894 -1.0166  0.425
114 H 1.9828 3.4710 -4.5637  0.538
115 H 0.9024 2.3204 -6.5275  0.362
116 H -0.1169 0.0542 -6.1475  0.490
117 H -0.0331 -0.8919 -3.8556  0.139
118 H 3.0889 -2.0959 4.0000  0.422
119 H 1.3639 -3.7169 4.8126  0.214
120 H -0.3583 -4.5398 3.1745  0.465
121 H -0.3432 -3.5900 0.8847  0.430
122 C -0.0798 -4.4307 -3.3678  -1.265
123 C -0.2913 -3.3023 -2.5841  -0.455
124 N 0.6426 -2.7814 -1.7961  0.740
125 C 1.8308 -3.3658 -1.7547  -0.505
126 C 2.1682 -4.4750 -2.5300  0.369
127 C 1.1774 -5.0047 -3.3572  -0.688
128 C 3.5374 -5.0012 -2.6273  -0.514
129 C 4.5015 -5.1326 -1.7111  -0.608
130 C 4.4555 -4.9537 -0.2477  0.589
131 C 3.3163 -5.1899 0.5146  -0.094
132 C 3.4743 -5.1849 1.8884  -0.475
133 N 4.6382 -4.9284 2.4747  -0.639
134 C 5.6362 -4.6323 1.6552  -0.255
135 N 5.6293 -4.6746 0.3318  -0.630
136 H -0.8746 -4.8200 -3.9904  0.527
137 H -1.2450 -2.7844 -2.5980  0.351
138 H 2.5558 -2.8950 -1.1023  0.653
139 H 1.4032 -5.8559 -3.9905  0.477
140 H 3.8012 -5.3036 -3.6384  0.347
141 H 5.4772 -5.4600 -2.0527  0.342
142 H 2.3585 -5.3979 0.0636  0.520
143 H 2.6324 -5.4008 2.5353  0.723
144 H 6.5786 -4.3648 2.1194  0.401